No. 1
Here is a cluster of 2 separate species, C28H49FN5OS in total at a distorted geometry from the Open Molecules 2025 dataset. Energies are from ωB97M-V with the def2-TZVPD basis set.

E = -52859.2453 eV
Charge = +1
Largest force on an atom = 8.4 eV/Å
ΔE to the lowest compared entry with this formula, charge and spin = 1239.0 kJ/mol
E_LUMO = -3.671 eV

Structure (XYZ):
```
85
Properties=species:S:1:pos:R:3:mulliken_charge:R:1
C -5.419 5.042 -1.369 -0.793
C -6.559 4.404 -0.372 0.371
O -7.813 4.894 -0.394 -0.530
N -6.126 3.226 0.521 0.298
C -6.553 3.576 1.930 -0.797
C -6.881 2.041 -0.044 -0.787
C -6.008 0.640 -0.099 -0.581
C -4.365 0.923 -0.230 0.016
C -3.564 -0.477 -0.518 -0.435
C -2.057 -0.307 -1.139 0.450
C -1.651 -1.245 -2.463 -0.537
N -2.628 -2.233 -3.115 -0.481
C -0.132 -1.202 -3.160 0.353
C 0.316 -2.146 -4.439 -0.926
C -0.388 -1.738 -5.863 0.452
C 0.616 -2.333 -7.059 -1.053
F -1.654 -2.534 -5.991 -0.338
C 1.055 -0.173 -2.585 0.389
N 2.481 0.017 -3.078 -0.601
S 3.120 1.223 -1.937 0.111
N 1.793 1.600 -0.815 -0.638
C 0.619 0.726 -1.284 0.104
C -0.871 0.669 -0.567 0.230
C -1.106 1.616 0.749 -0.630
C -0.979 0.854 2.193 0.502
C -1.036 -0.782 2.133 -1.036
C -2.111 1.365 3.314 -1.125
H -4.370 4.657 -0.958 0.165
H -5.435 6.213 -1.393 0.336
H -5.583 4.591 -2.460 0.238
H -5.587 3.515 2.627 0.197
H -7.350 2.853 2.400 0.278
H -6.966 4.670 2.064 0.301
H -7.210 2.278 -1.161 0.350
H -7.877 1.826 0.548 0.284
H -6.368 -0.121 -0.913 0.321
H -6.133 0.147 0.982 0.254
H -4.041 1.271 0.865 -0.111
H -4.119 1.798 -0.967 0.270
H -3.618 -1.181 0.441 0.137
H -4.198 -1.057 -1.347 0.166
H -3.517 -1.763 -3.396 0.316
H -2.887 -2.893 -2.348 0.334
H 1.491 -2.022 -4.601 0.384
H 0.127 -3.280 -4.205 0.331
H -0.594 -0.585 -5.980 0.274
H 1.406 -1.536 -7.415 0.279
H 0.004 -2.817 -7.956 0.316
H 1.258 -3.234 -6.609 0.282
H -2.108 2.264 0.707 0.177
H -0.232 2.429 0.728 0.333
H 0.073 1.142 2.658 0.223
H -0.325 -1.281 1.349 0.140
H -0.662 -1.166 3.199 0.361
H -2.161 -1.118 2.060 0.242
H -2.347 2.504 3.182 0.260
H -1.585 1.172 4.367 0.366
H -3.032 0.652 3.207 0.250
C 8.291 -2.028 3.648 -1.272
C 6.854 -1.566 3.875 -0.489
C 5.861 -2.183 2.886 -0.632
N 5.553 -1.297 1.655 0.481
C 6.813 -0.799 0.971 -1.234
C 4.728 -2.117 0.638 -0.823
C 3.294 -1.896 1.057 -0.624
C 3.264 -0.432 1.436 0.606
C 4.627 -0.123 2.043 -0.811
H 8.700 -1.667 2.701 0.303
H 8.938 -1.657 4.448 0.383
H 8.354 -3.122 3.647 0.340
H 6.807 -0.472 3.886 0.325
H 6.573 -1.896 4.883 0.417
H 4.902 -2.355 3.387 0.345
H 6.229 -3.146 2.511 0.484
H 7.432 -1.665 0.720 0.379
H 7.333 -0.113 1.643 0.421
H 6.529 -0.259 0.062 0.463
H 4.909 -1.703 -0.360 0.432
H 5.044 -3.166 0.662 0.328
H 3.035 -2.524 1.916 0.326
H 2.592 -2.127 0.250 0.459
H 2.450 -0.209 2.132 0.251
H 3.107 0.187 0.544 -0.465
H 4.584 -0.050 3.133 0.258
H 5.042 0.805 1.635 0.307
```

---

No. 2
Here is a structure of composition C28H50BN4OP2RhS at a distorted geometry from the Open Molecules 2025 dataset. Energies are from ωB97M-V with the def2-TZVPD basis set.

E = -70933.1222 eV
Largest force on an atom = 10.3 eV/Å
E_LUMO = 0.335 eV

Structure (XYZ):
```
88
Properties=species:S:1:pos:R:3:mulliken_charge:R:1
Rh 0.000 0.000 0.000 0.012
C 3.914 0.445 -2.088 -1.717
C 3.249 -0.913 -2.417 1.887
C 2.839 -0.830 -3.901 -0.829
C 4.345 -1.999 -2.253 -1.807
P 1.840 -1.214 -1.026 -0.393
C 2.673 -1.359 0.370 0.273
N 1.769 -1.463 1.521 -0.123
B 0.588 -0.737 1.675 0.330
N -0.478 -1.177 2.513 0.397
C -1.932 -1.010 2.179 -1.208
P -2.195 -0.087 0.882 0.528
C -3.096 0.182 -1.045 2.082
C -4.511 0.784 -0.915 -1.986
C -3.311 -1.243 -1.591 -1.642
C -2.267 1.011 -2.049 -1.139
C -2.194 1.687 1.617 1.795
C -1.099 1.818 2.710 -1.691
C -3.557 1.895 2.321 -1.540
C -1.959 2.888 0.679 -1.687
C 0.140 -2.404 2.875 0.418
C -0.438 -3.428 3.638 -0.515
C 0.301 -4.599 3.860 -0.736
C 1.591 -4.753 3.311 -0.707
C 2.159 -3.733 2.527 -0.860
C 1.424 -2.570 2.333 0.338
C 0.705 -2.537 -1.875 2.840
C -0.158 -2.149 -3.094 -1.834
C -0.203 -2.984 -0.718 -2.304
C 1.532 -3.780 -2.254 -1.736
H 4.773 0.643 -2.766 0.532
H 4.317 0.484 -1.059 0.382
H 3.186 1.277 -2.209 -0.034
H 3.713 -0.562 -4.534 0.716
H 2.055 -0.057 -4.054 -0.250
H 2.500 -1.801 -4.291 0.372
H 5.186 -1.794 -2.949 0.408
H 4.015 -3.022 -2.470 0.273
H 4.787 -1.989 -1.238 0.373
H 3.328 -0.493 0.573 -0.082
H 3.295 -2.269 0.304 0.231
H -2.528 -0.695 3.052 0.376
H -2.313 -2.024 1.933 0.359
H -5.123 0.202 -0.192 0.354
H -5.032 0.774 -1.898 0.426
H -4.492 1.837 -0.593 0.366
H -3.947 -1.833 -0.895 0.404
H -2.386 -1.800 -1.710 0.143
H -3.816 -1.220 -2.581 0.383
H -2.212 2.079 -1.802 0.279
H -2.721 0.957 -3.062 0.579
H -1.226 0.651 -2.098 -1.152
H -1.173 1.060 3.512 0.311
H -1.197 2.793 3.236 0.551
H -0.087 1.838 2.268 0.203
H -3.764 1.101 3.065 0.309
H -4.398 1.901 1.606 0.221
H -3.581 2.866 2.862 0.414
H -1.006 2.766 0.122 0.027
H -1.899 3.838 1.254 0.530
H -2.797 3.040 -0.017 0.230
H -1.434 -3.316 4.046 0.471
H -0.127 -5.399 4.452 0.384
H 2.142 -5.668 3.483 0.392
H 3.139 -3.863 2.087 0.423
H -0.730 -1.238 -2.906 0.442
H -0.859 -2.972 -3.356 0.458
H 0.426 -1.946 -4.000 0.242
H -0.795 -2.151 -0.318 0.545
H 0.401 -3.393 0.111 0.454
H -0.898 -3.790 -1.037 0.507
H 2.120 -3.626 -3.172 0.310
H 0.862 -4.637 -2.485 0.456
H 2.195 -4.084 -1.415 0.324
O -1.146 0.971 -0.660 0.259
C 3.472 1.406 -3.960 -0.565
N 2.104 1.522 -4.407 0.154
C 1.721 1.935 -5.668 -0.412
C 0.383 1.927 -5.741 -0.776
N -0.120 1.512 -4.535 0.293
C 0.942 1.244 -3.656 -0.610
S 0.777 0.719 -2.098 -0.160
H 4.165 1.688 -4.758 0.395
H 3.662 0.372 -3.659 -0.224
H 3.622 2.058 -3.095 0.466
H 2.436 2.206 -6.430 0.410
H -0.256 2.189 -6.570 0.480
H -1.096 1.409 -4.294 0.203
```